59
Properties=species:S:1:pos:R:3 method="wB97M-V/def2-TZVPD" multiplicity=2 energy_ev=-68071.016 orbital_gap_ev="7.00 / 7.63" lumo_ev="-1.148 / -0.601" homo_ev="-8.1 / -8.2"
Ru 0.386 1.363 -0.200
S 1.674 3.230 0.957
S 1.385 -2.189 -1.498
O 0.706 2.571 -4.093
O 2.777 -2.398 -1.748
O 1.126 1.922 -1.995
O 0.525 -1.888 -2.614
O -3.041 3.810 -0.508
O -1.327 -0.188 0.818
O -1.301 2.578 0.126
N 1.675 0.287 1.361
N -0.384 4.949 1.318
N 1.115 -0.970 -0.415
N 1.640 5.518 2.204
N -0.962 -7.068 0.929
N 2.803 -1.776 1.077
N -1.433 0.945 -1.928
C 0.868 4.658 1.515
C 3.517 -1.498 2.156
C 2.413 0.547 2.438
C -0.682 0.875 -3.177
C 0.443 1.897 -3.125
C 1.910 -0.860 0.679
C -2.271 2.890 -0.699
C 3.375 -0.326 2.888
C -1.145 -5.155 -0.534
C -0.599 -4.009 -1.081
C -2.455 -0.297 -0.058
C 0.905 -5.557 0.666
C -1.056 6.144 1.801
C -0.402 -5.943 0.349
C 1.451 -4.409 0.126
C -2.036 -0.322 -1.510
C -2.373 2.048 -1.933
C 0.694 -3.625 -0.740
H -1.299 1.083 -4.053
H -1.267 6.081 2.871
H -0.465 7.041 1.604
H 4.238 -2.255 2.451
H -3.088 0.558 0.171
H 1.495 -6.181 1.328
H -2.161 2.723 -2.763
H 2.208 1.482 2.943
H -3.405 1.705 -2.039
H -2.149 -5.461 -0.807
H -0.336 -7.740 1.335
H 2.629 5.344 2.242
H -1.778 -7.460 0.492
H -1.290 -1.097 -1.655
H -0.977 4.194 0.931
H 3.969 -0.116 3.763
H 1.303 6.432 2.446
H 2.464 -4.110 0.353
H -0.711 -0.913 0.609
H -2.912 -0.566 -2.128
H -1.156 -3.418 -1.797
H -3.017 -1.204 0.166
H -0.219 -0.101 -3.274
H -1.996 6.224 1.263

=====

12
Properties=species:S:1:pos:R:3 method="wB97M-V/def2-TZVPD" smiles="NC(=O)CC1N=N1" multiplicity=1 energy_ev=-9707.506 orbital_gap_ev=10.52 lumo_ev=0.722 homo_ev=-9.8
O -0.898 -1.654 0.091
N -2.101 0.151 -0.503
N 2.534 0.087 -0.796
N 2.772 0.383 0.335
C 0.209 0.562 0.215
C 1.482 -0.295 0.157
C -0.941 -0.443 -0.040
H 1.543 -1.379 0.279
H -0.035 0.777 1.296
H -2.157 1.093 -0.230
H -2.758 -0.557 -0.245
H 0.349 1.276 -0.558

=====

16
Properties=species:S:1:pos:R:3 method="wB97M-V/def2-TZVPD" multiplicity=1 energy_ev=-10340.865 orbital_gap_ev=9.78 lumo_ev=0.647 homo_ev=-9.1
O -0.462 0.239 2.316
N 1.451 0.188 -1.476
N -0.297 -0.094 -0.008
C -0.750 -0.384 1.275
C -2.562 -0.228 -0.972
C 2.048 0.314 0.885
C 1.107 0.028 -0.270
C -1.238 -0.070 -1.111
H -1.528 -1.197 1.337
H -2.938 0.024 0.039
H 1.606 -0.158 1.714
H 2.449 0.222 -1.562
H -3.231 -0.242 -1.811
H 3.063 -0.033 0.671
H -0.807 0.015 -2.144
H 2.090 1.376 1.117

=====

175
Properties=species:S:1:pos:R:3 method="wB97M-V/def2-TZVPD" smiles=CC1(C)CCCC(C)(C)N1O.CC1(C)CCCC(C)(C)N1O.CC1(C)CCCC(C)(C)N1O.COC[C@H](C)N.COC[C@H](C)N.COC[C@H](C)N.COC[C@H](C)N.COC[C@H](C)N multiplicity=1 energy_ev=-78848.683 orbital_gap_ev=8.45 lumo_ev=0.478 homo_ev=-8.0
O -3.489 3.697 -1.949
O -3.407 1.398 3.153
O 1.864 -0.091 1.475
O -0.284 1.443 -7.823
O -5.937 0.036 -1.321
O 3.341 -4.127 6.487
O -1.832 -0.536 -2.524
O 4.335 -5.297 -5.090
N 0.894 4.026 -8.477
N -0.363 -2.169 0.428
N 1.344 3.480 0.542
N -2.342 2.889 0.590
N -3.128 1.403 4.550
N 3.637 -2.908 5.830
N -4.548 -1.091 -4.626
N 3.708 -4.052 -4.833
C -2.773 -0.049 6.516
C 2.936 -3.484 -7.146
C 3.314 -1.750 -5.387
C -1.235 0.556 -7.288
C 1.563 4.320 -6.113
C -2.926 3.797 4.567
C -1.444 -1.640 -0.409
C 1.231 3.340 -7.210
C 2.024 -2.751 -3.543
C 5.102 -0.980 5.466
C -1.614 0.702 -3.177
C -6.681 -0.045 -4.277
C 1.955 -1.719 -4.677
C 0.053 2.434 -6.871
C 1.386 -1.888 6.209
C 1.786 -3.308 4.252
C 3.098 -0.597 0.925
C -0.865 -0.803 -1.505
C 1.376 1.096 0.897
C -2.826 4.267 0.253
C 4.707 -2.124 6.437
C -0.800 2.395 4.299
C 5.229 -2.935 -6.398
C -2.038 2.447 6.447
C -5.403 1.327 -1.057
C -2.560 -1.044 0.439
C 2.040 2.402 1.239
C 2.899 -1.130 4.344
C -2.078 5.270 1.149
C -1.762 -0.682 4.306
C 1.421 -4.982 -4.574
C -5.253 -0.180 -3.743
C -2.499 4.425 -1.211
C -1.773 0.995 6.953
C 3.789 -3.082 -5.933
C 2.467 -2.337 5.193
C 4.233 -1.517 7.757
C 3.921 -0.169 4.978
C -5.220 -0.705 -2.286
C -4.181 -0.796 4.608
C 2.558 -4.131 -3.945
C 2.110 2.660 2.771
C 2.921 -4.916 -2.652
C -3.307 3.767 -3.331
C -2.933 0.020 5.020
C -2.182 2.494 4.911
C 5.903 -3.071 6.608
H 0.530 3.367 -9.151
H 0.391 3.650 0.830
H 0.389 -1.874 5.769
H -1.660 1.064 8.039
H 3.724 -4.769 5.880
H -1.791 1.509 -2.460
H -2.716 -1.679 1.307
H -1.483 4.084 -1.439
H -2.336 0.006 0.647
H 5.995 -2.915 -5.609
H 1.715 3.791 -5.168
H 4.156 -1.304 -4.848
H 1.866 4.321 0.771
H 1.957 -0.661 4.064
H 3.467 -0.743 7.681
H 3.991 0.631 4.241
H -2.968 2.769 6.913
H 1.780 -0.752 -4.203
H -2.714 5.563 1.988
H -1.875 6.178 0.582
H 5.192 -5.100 -4.698
H -3.390 3.751 3.580
H -4.247 -1.672 5.258
H 0.179 -1.435 0.878
H 1.627 -0.964 6.730
H -1.616 -0.427 3.252
H 3.416 -1.522 3.467
H -3.834 2.942 -3.825
H -4.161 -0.795 -2.003
H -4.324 1.301 -1.223
H 1.890 -3.254 -6.920
H -0.582 0.698 -3.546
H 1.322 3.346 3.062
H 1.289 -2.671 6.969
H -1.207 4.830 1.619
H -0.342 1.424 4.522
H -1.427 -0.227 -8.021
H -0.865 0.069 -6.379
H 3.024 3.237 2.961
H 5.019 -1.129 8.407
H 2.182 1.739 3.349
H 3.189 -1.625 1.266
H -2.592 5.469 -1.538
H 1.666 -6.030 -4.742
H -5.063 -0.175 4.783
H 2.414 -3.673 3.429
H 3.202 -1.018 -6.199
H -2.249 3.666 -3.600
H 3.159 -2.826 -7.992
H 6.202 -3.447 5.629
H 5.614 -1.345 4.566
H -0.759 0.704 6.655
H -3.769 4.642 -3.808
H 0.988 -2.842 -3.196
H 2.563 -2.453 -2.642
H -2.309 4.698 4.552
H 5.635 -3.944 7.209
H 1.284 1.039 -0.198
H -0.595 0.162 -1.050
H 3.251 -4.220 -1.880
H -1.894 -1.763 4.184
H 2.038 -5.482 -2.356
H 0.321 1.877 -5.952
H -5.594 1.553 -0.007
H -2.184 1.070 -7.100
H 2.942 -0.696 -0.153
H -3.551 -1.026 -0.033
H -4.152 -1.203 3.600
H -5.556 -1.737 -2.151
H 2.129 2.780 -7.488
H -3.721 3.955 5.295
H -2.295 0.780 -4.023
H -4.327 1.689 3.185
H 0.317 1.071 1.187
H 1.142 -1.927 -5.370
H 3.051 2.438 0.823
H -4.964 -2.010 -4.555
H -1.831 -2.549 -0.894
H 3.514 0.327 5.869
H -7.187 -1.011 -4.311
H 5.420 -1.982 -6.897
H -0.735 2.274 3.213
H -1.154 2.958 6.824
H -2.769 2.546 1.443
H 3.670 -5.706 -2.712
H -2.382 -1.022 6.811
H -3.555 -1.096 -4.433
H -0.803 -0.486 4.788
H 0.561 -4.970 -3.894
H 1.394 -4.238 4.675
H -2.632 2.282 -0.170
H -0.119 3.142 4.699
H -3.748 0.182 6.956
H -0.712 -2.770 1.159
H 0.980 -4.563 -5.482
H 0.737 4.986 -5.839
H -3.910 4.273 0.384
H 3.883 0.094 1.222
H -6.699 0.444 -5.252
H -7.318 0.618 -3.682
H 6.796 -2.731 7.137
H 0.229 4.772 -8.318
H 3.667 -2.260 8.331
H 5.592 -3.756 -7.018
H -5.940 2.035 -1.693
H 5.903 -0.443 5.982
H -4.807 0.815 -3.803
H -0.021 -1.233 -2.045
H 2.927 -4.493 -7.556
H 0.903 -2.912 3.741
H 2.428 4.908 -6.407
H -0.842 3.036 -6.654

=====

10
Properties=species:S:1:pos:R:3 method="wB97M-V/def2-TZVPD" multiplicity=1 energy_ev=-6723.384 orbital_gap_ev="8.79 / 8.41" lumo_ev="-0.283 / -0.300" homo_ev="-9.1 / -8.7"
O -0.136 -1.849 -0.170
N -0.134 1.345 1.334
C -1.102 -0.907 -0.762
C 0.102 -0.500 -0.110
C 0.652 0.388 0.948
H 0.348 1.927 2.019
H -0.915 -1.137 -1.916
H 1.650 0.422 1.217
H -2.007 -0.802 -0.241
H 1.354 0.384 -1.445

=====

15
Properties=species:S:1:pos:R:3 method="wB97M-V/def2-TZVPD" smiles=Cc1cc(N)c[nH]1 multiplicity=1 energy_ev=-8294.815 orbital_gap_ev=8.68 lumo_ev=1.059 homo_ev=-7.6
N 2.433 -1.060 0.681
N -0.912 0.284 0.861
C -0.729 0.268 -0.496
C 0.224 -0.169 1.497
C 0.533 -0.220 -0.733
C 1.141 -0.497 0.526
C -1.774 0.731 -1.464
H 3.165 -0.382 0.509
H 2.571 -1.444 1.606
H -1.709 0.149 -2.390
H -1.751 0.592 1.323
H 0.978 -0.396 -1.704
H -2.787 0.603 -1.061
H 0.266 -0.249 2.574
H -1.649 1.789 -1.729

=====

6
Properties=species:S:1:pos:R:3 method="wB97M-V/def2-TZVPD" multiplicity=1 energy_ev=-29630.212 orbital_gap_ev="7.48 / 8.97" lumo_ev="-0.594 / -0.073" homo_ev="-8.1 / -9.0"
Cl -2.712 -0.455 0.028
Cl 1.602 1.815 0.003
O -0.281 0.102 -0.026
N -1.142 -0.999 -0.001
C 1.013 0.241 0.068
H 1.520 -0.704 -0.072

=====

19
Properties=species:S:1:pos:R:3 method="wB97M-V/def2-TZVPD" smiles=N[C@@]12CCCS[C@H]1C2 multiplicity=1 energy_ev=-18722.557 orbital_gap_ev=9.23 lumo_ev=0.973 homo_ev=-8.3
S 1.506 -1.547 -0.004
N -0.506 -0.045 1.609
C -1.595 -1.434 -0.356
C -0.192 -1.206 -0.737
C -0.615 1.183 -0.432
C 1.718 0.226 0.321
C 0.971 1.268 -0.538
C -0.888 -0.224 0.173
H 1.070 1.000 -1.602
H -0.008 -0.969 -1.802
H -2.237 -1.493 -1.275
H 1.641 0.457 1.356
H 1.447 2.197 -0.258
H -1.031 1.370 -1.453
H 2.815 0.225 0.090
H -1.047 2.001 0.315
H 0.238 -0.821 1.890
H -2.008 -2.220 0.423
H -1.279 0.032 2.280